a.
CH2Cl4P2 | wB97M-V/def2-TZVPD

Positions of all 9 atoms, in Å:
C: -0.70 -0.94 -0.14
P: 1.27 -1.33 -0.31
P: 0.01 0.77 -0.19
Cl: 2.05 -1.49 1.45
Cl: 1.54 2.65 -0.21
Cl: -0.63 1.39 1.66
Cl: -1.00 1.50 -1.72
H: -1.09 -1.31 -1.12
H: -1.45 -1.24 0.57

For the HOMO-LUMO gap, the calculation gives 0.2606 Ha. Its total charge is 0. As for the spin multiplicity: 1. The SMILES is ClP1CP1(Cl)(Cl)Cl. Its LUMO energy is -1.74 eV.

Results of the natural (NBO) charge analysis, in e, for atoms 1 through 5:
1 C -1.06
2 P 0.61
3 P 0.99
4 Cl -0.22
5 Cl -0.47

b.
CH2Cl4P2 | wB97M-V/def2-TZVPD

Positions of all 9 atoms, in Å:
C: 1.36 -0.13 -0.12
P: -0.50 0.26 0.31
P: -2.23 -1.01 1.13
Cl: -0.39 1.74 1.56
Cl: -0.96 1.12 -1.40
Cl: 2.50 1.25 -0.64
Cl: -2.59 -1.97 -0.54
H: 1.18 -0.64 -1.06
H: 1.63 -0.62 0.75

For the HOMO-LUMO gap, the calculation gives 0.2565 Ha. Its total charge is 0. As for the spin multiplicity: 1. The SMILES is ClCP(Cl)(Cl)=PCl. Its LUMO energy is -0.64 eV.

Results of the natural (NBO) charge analysis, in e, for atoms 1 through 5:
1 C -0.63
2 P 0.87
3 P 0.06
4 Cl -0.20
5 Cl -0.23

b comes first in stability; the runner-up is 6.2 kJ/mol higher.

a.
C4H7N | wB97M-V/def2-TZVPD

Positions of all 12 atoms, in Å:
C: 0.70 1.03 -0.53
C: 0.66 -0.84 0.54
C: 1.67 -1.29 1.05
H: 1.49 0.54 -1.09
H: 1.02 1.54 0.36
H: 0.11 1.67 -1.19
H: 2.56 -1.68 1.48
C: -1.98 0.04 -0.27
N: -1.92 -1.05 0.26
H: -0.52 -1.11 0.46
H: -0.94 0.58 -0.42
H: -2.85 0.59 -0.64

For the HOMO-LUMO gap (alpha / beta), the calculation gives 0.2751 / 0.2845 Ha. Its total charge is 0. As for the spin multiplicity: 1. Its LUMO energy (alpha / beta) is -0.88 / -0.90 eV.

Results of the natural (NBO) charge analysis, in e, for atoms 1 through 5:
1 C -0.55
2 C -0.24
3 C -0.26
4 H 0.22
5 H 0.22

b.
C4H7N | wB97M-V/def2-TZVPD

Positions of all 12 atoms, in Å:
C: -1.04 -1.03 -0.17
C: -0.15 0.16 0.37
C: 1.33 -0.06 0.19
C: 2.51 -0.05 -0.18
H: -1.26 -1.10 -1.28
H: -2.10 -0.97 0.16
H: -0.66 -1.99 0.14
H: -0.33 0.16 1.42
H: -1.46 1.72 0.06
H: 0.16 2.07 -0.03
H: 3.54 -0.33 -0.41
N: -0.55 1.41 -0.28

For the HOMO-LUMO gap, the calculation gives 0.3901 Ha. Its total charge is 0. As for the spin multiplicity: 1. The SMILES is C#C[C@H](C)N. Its LUMO energy is 1.06 eV.

Results of the natural (NBO) charge analysis, in e, for atoms 1 through 5:
1 C -0.61
2 C -0.12
3 C -0.02
4 C -0.25
5 H 0.22

b comes first in stability; the runner-up is 502.2 kJ/mol higher.

a.
C3H8N3O | wB97M-V/def2-TZVPD

Positions of all 15 atoms, in Å:
C: 0.28 1.51 -0.05
C: -1.21 -0.51 0.37
C: 1.93 -0.38 -0.14
N: 0.67 0.33 -0.16
N: -1.05 1.73 -0.04
N: -1.40 -1.73 -0.17
O: -1.83 0.54 -0.25
H: 0.93 2.41 -0.04
H: -0.85 -0.62 1.45
H: 2.73 0.15 -0.47
H: 2.12 -0.49 0.91
H: 1.90 -1.45 -0.60
H: -1.66 2.54 0.06
H: -0.73 -2.38 0.21
H: -1.83 -1.64 -1.10

For the HOMO-LUMO gap, the calculation gives 0.3812 Ha. Its total charge is +1. As for the spin multiplicity: 1. The SMILES is C/N=C/NOC=[NH2+]. Its LUMO energy is -3.64 eV.

Results of the natural (NBO) charge analysis, in e, for atoms 1 through 5:
1 C 0.29
2 C 0.52
3 C -0.42
4 N -0.45
5 N -0.31

b.
C3H8N3O | wB97M-V/def2-TZVPD

Positions of all 15 atoms, in Å:
C: -0.25 0.02 -1.27
C: -1.00 1.24 -0.74
C: -0.30 -0.92 -0.09
N: -1.56 0.76 0.51
N: -1.24 -0.37 0.84
N: 0.28 -2.01 0.19
O: 1.39 0.51 1.43
H: -0.77 -0.34 -2.24
H: 0.90 0.28 -1.34
H: -0.34 2.05 -0.50
H: -1.73 1.57 -1.48
H: 2.28 0.74 1.72
H: 1.05 -2.17 -0.43
H: 0.33 -2.26 1.19
H: 0.95 0.89 2.20

For the HOMO-LUMO gap, the calculation gives 0.3327 Ha. Its total charge is +1. As for the spin multiplicity: 1. Its LUMO energy is -5.50 eV.

Results of the natural (NBO) charge analysis, in e, for atoms 1 through 5:
1 C -0.56
2 C -0.31
3 C 0.59
4 N 0.04
5 N -0.19

b comes first in stability; the runner-up is 136.8 kJ/mol higher.

a.
C3H8N3O | wB97M-V/def2-TZVPD

Positions of all 15 atoms, in Å:
C: 2.37 0.09 0.29
C: 0.41 0.75 -0.25
C: -0.07 -1.53 -0.77
N: 1.78 1.09 -0.15
N: 0.26 -0.64 0.23
N: -0.49 1.63 0.60
O: 1.62 -0.95 0.59
H: 3.49 0.11 0.40
H: -0.01 0.79 -1.75
H: 0.43 -1.17 -1.74
H: 0.20 -2.59 -0.54
H: -1.21 -1.47 -0.75
H: -1.26 2.00 -0.02
H: 0.13 2.37 0.98
H: -0.72 0.91 1.26

For the HOMO-LUMO gap, the calculation gives 0.3868 Ha. Its total charge is +1. As for the spin multiplicity: 1. Its LUMO energy is -3.84 eV.

Results of the natural (NBO) charge analysis, in e, for atoms 1 through 5:
1 C 0.42
2 C 0.26
3 C -0.44
4 N -0.55
5 N -0.20

b.
C3H8N3O | wB97M-V/def2-TZVPD

Positions of all 15 atoms, in Å:
C: -0.59 1.99 1.57
C: 1.37 -2.11 -0.84
C: -0.64 -0.81 -1.16
N: -1.23 2.23 2.53
N: 0.56 -1.23 -0.44
N: 0.10 1.86 0.54
O: 0.82 -0.55 0.61
H: 2.38 -2.21 -0.33
H: 1.32 -2.66 -1.72
H: -0.79 -1.36 -2.02
H: -1.51 -0.87 -0.51
H: -0.43 0.19 -1.45
H: -2.00 2.16 3.07
H: 0.55 0.80 0.39
H: 0.10 2.56 -0.24

For the HOMO-LUMO gap, the calculation gives 0.3858 Ha. Its total charge is +1. As for the spin multiplicity: 1. Its LUMO energy is -3.45 eV.

Results of the natural (NBO) charge analysis, in e, for atoms 1 through 5:
1 C 0.77
2 C -0.05
3 C -0.43
4 N -0.52
5 N 0.10

c.
C3H8N3O | wB97M-V/def2-TZVPD

Positions of all 15 atoms, in Å:
C: -1.46 0.07 -0.70
C: -1.35 0.79 0.58
C: -0.20 -0.10 0.13
N: 2.10 0.13 -0.36
N: 0.96 0.64 -0.14
N: 0.07 -1.43 0.58
O: 3.18 0.61 -0.64
H: -1.88 -0.94 -0.91
H: -1.19 0.62 -1.60
H: -1.22 1.79 0.19
H: -1.86 0.64 1.53
H: 0.99 1.68 -0.44
H: -0.56 -2.23 0.40
H: 0.30 -1.32 1.60
H: 2.11 -0.93 -0.23

For the HOMO-LUMO gap (alpha / beta), the calculation gives 0.3242 / 0.3241 Ha. Its total charge is +1. As for the spin multiplicity: 1. The SMILES is NC1(N[NH+]=O)CC1. Its LUMO energy (alpha / beta) is -5.54 / -5.54 eV.

Results of the natural (NBO) charge analysis, in e, for atoms 1 through 5:
1 C -0.37
2 C -0.41
3 C 0.20
4 N 0.26
5 N -0.26

b comes first in stability; the runner-up is 89.6 kJ/mol higher.

a.
CH4O2S | wB97M-V/def2-TZVPD

Positions of all 8 atoms, in Å:
C: 0.62 0.21 0.55
O: 1.95 -1.86 -0.49
O: 0.35 -2.41 1.30
S: 0.68 -1.56 0.12
H: 1.06 0.58 1.50
H: 1.23 0.92 -0.11
H: -0.32 0.74 0.53
H: -1.43 -1.20 -2.35

For the HOMO-LUMO gap (alpha / beta), the calculation gives 0.3605 / 0.3381 Ha. Its total charge is 0. As for the spin multiplicity: 1. Its LUMO energy (alpha / beta) is -0.14 / -2.25 eV.

Results of the natural (NBO) charge analysis, in e, for atoms 1 through 5:
1 C -0.91
2 O -0.84
3 O -0.82
4 S 1.79
5 H 0.27

b.
CH4O2S | wB97M-V/def2-TZVPD

Positions of all 8 atoms, in Å:
S: -2.87 -0.49 0.45
H: -3.48 -1.63 0.79
H: -1.65 -1.03 0.40
O: 0.60 -0.26 -0.08
C: 1.21 0.76 -0.22
O: 2.49 0.88 -0.56
H: 0.78 1.72 -0.06
H: 2.92 0.03 -0.72

For the HOMO-LUMO gap, the calculation gives 0.3701 Ha. Its total charge is 0. As for the spin multiplicity: 1. The SMILES is O=CO.S. Its LUMO energy is 0.67 eV.

Results of the natural (NBO) charge analysis, in e, for atoms 1 through 5:
1 S -0.31
2 H 0.14
3 H 0.17
4 O -0.59
5 C 0.66

c.
CH4O2S | wB97M-V/def2-TZVPD

Positions of all 8 atoms, in Å:
S: -1.12 -1.04 -2.64
H: -1.14 0.30 -2.56
H: -1.00 -1.03 -3.97
O: 1.20 -0.75 1.36
C: 1.03 0.40 1.66
O: -0.11 0.87 2.20
H: 1.78 1.19 1.54
H: -0.63 0.07 2.39

For the HOMO-LUMO gap, the calculation gives 0.3838 Ha. Its total charge is 0. As for the spin multiplicity: 1. The SMILES is O=CO.S. Its LUMO energy is 0.70 eV.

Results of the natural (NBO) charge analysis, in e, for atoms 1 through 5:
1 S -0.28
2 H 0.14
3 H 0.14
4 O -0.57
5 C 0.64

b comes first in stability; the runner-up is 5.7 kJ/mol higher.

a.
C3H29NO12S2 | wB97M-V/def2-TZVPD

Positions of all 47 atoms, in Å:
S: 0.76 -1.26 3.70
S: 0.16 0.72 3.45
C: 1.22 1.49 2.09
C: 1.20 0.71 0.82
N: -0.08 0.76 0.11
C: -0.88 -0.32 0.13
O: -1.92 -0.28 -0.55
H: 2.00 -1.11 4.15
H: 0.60 2.39 2.17
H: 2.21 1.64 2.50
H: 1.48 -0.35 0.88
H: 1.95 1.18 0.17
H: -0.28 1.51 -0.54
H: -0.72 -1.26 0.66
H: 3.81 1.34 -1.43
H: 4.63 0.48 -2.35
O: 4.55 0.72 -1.42
H: 2.32 3.55 -0.92
H: 1.54 2.91 -2.10
O: 2.39 2.91 -1.63
H: -3.16 1.69 -0.47
H: -3.48 2.94 -1.16
O: -3.92 2.25 -0.67
H: -1.83 0.40 -2.20
H: -1.15 0.52 -3.58
O: -1.68 0.98 -2.94
H: -3.38 -3.03 1.70
H: -2.67 -2.40 0.49
O: -2.95 -3.23 0.87
H: 0.55 -0.78 -2.96
H: 1.00 0.64 -2.36
O: 1.07 0.03 -3.09
H: 1.00 -2.98 -3.30
H: -0.22 -2.75 -2.59
O: 0.44 -2.23 -3.06
H: 2.88 -0.64 -1.05
H: 2.34 -1.56 -2.05
O: 2.69 -1.58 -1.15
H: 0.55 -3.99 -0.56
H: -0.87 -4.01 -0.56
O: -0.16 -3.34 -0.66
H: -3.49 0.04 2.20
H: -3.91 -0.27 0.79
O: -3.44 -0.64 1.55
H: -0.89 2.45 -2.46
H: -0.82 3.86 -1.74
O: -0.39 3.00 -1.80

For the HOMO-LUMO gap, the calculation gives 0.3351 Ha. Its total charge is 0. As for the spin multiplicity: 1. The SMILES is O=CNCCSS.O.O.O.O.O.O.O.O.O.O.O. Its LUMO energy is 0.04 eV.

Results of the natural (NBO) charge analysis, in e, for atoms 1 through 5:
1 S -0.13
2 S 0.05
3 C -0.49
4 C -0.28
5 N -0.63

b.
C3H29NO12S2 | wB97M-V/def2-TZVPD

Positions of all 47 atoms, in Å:
S: 0.46 -3.87 1.26
S: -1.36 -3.35 1.80
C: -1.58 -1.48 1.55
C: -0.29 -0.77 0.95
N: -0.69 0.09 -0.14
C: 0.00 0.14 -1.33
O: -0.23 0.99 -2.16
H: 1.30 -3.43 2.14
H: -2.34 -1.54 0.74
H: -2.01 -1.15 2.49
H: 0.44 -1.51 0.61
H: 0.28 -0.20 1.71
H: -1.14 0.94 0.18
H: 0.82 -0.66 -1.28
H: 1.00 1.98 4.28
H: 0.73 2.30 2.77
O: 1.34 2.45 3.54
H: -1.24 2.69 1.66
H: 0.16 2.98 0.97
O: -0.36 2.34 1.43
H: -3.28 0.23 -2.50
H: -3.17 -0.21 -1.15
O: -3.39 -0.58 -2.01
H: -1.44 2.42 -1.89
H: -2.62 3.43 -2.25
O: -2.44 2.57 -1.80
H: 1.49 -3.56 -2.54
H: 0.34 -2.52 -2.42
O: 1.10 -2.87 -1.95
H: 2.05 3.86 0.57
H: 1.20 3.50 -0.68
O: 1.22 4.04 0.11
H: 3.34 1.94 0.21
H: 2.85 1.21 -1.09
O: 2.94 2.09 -0.68
H: 3.79 3.09 1.97
H: 2.60 1.97 2.02
O: 3.51 2.19 1.76
H: 3.88 -1.15 -1.29
H: 2.65 -0.90 -2.29
O: 3.54 -0.63 -2.05
H: -1.39 -1.55 -2.87
H: -1.85 -2.37 -4.01
O: -1.13 -2.31 -3.35
H: -2.43 3.29 -0.20
H: -3.64 3.28 0.91
O: -2.69 3.32 0.74

For the HOMO-LUMO gap, the calculation gives 0.3259 Ha. Its total charge is 0. As for the spin multiplicity: 1. The SMILES is O=CNCCSS.O.O.O.O.O.O.O.O.O.O.O. Its LUMO energy is 0.14 eV.

Results of the natural (NBO) charge analysis, in e, for atoms 1 through 5:
1 S -0.09
2 S 0.06
3 C -0.52
4 C -0.26
5 N -0.64

a comes first in stability; the runner-up is 23.7 kJ/mol higher.